Molecular formula: C31H41N2O4OsP2
Method: DFT, wB97M-V/def2-TZVPD

- LUMO level (alpha / beta) (eV) = -10.7 / -10.7
- total charge = +3
- HOMO (alpha / beta) (Ha) = -0.5545 / -0.5546

```
81
Properties=species:S:1:pos:R:3:forces:R:3:lowdin_charge:R:1
Os 0.042 -0.054 0.550 -0.2909 -0.7191 -0.7292 0.93
C -2.149 -3.302 3.495 0.0241 -0.0108 0.0084 -0.07
C -1.959 -1.905 2.899 0.0012 -0.0176 -0.0834 -0.52
C -3.310 -1.264 2.576 -0.0149 -0.0062 -0.0157 -0.10
P -0.875 -1.936 1.426 -0.0442 -0.0183 0.3216 0.98
C -1.811 -2.891 0.149 0.0384 -0.0072 0.0174 -0.48
C -1.249 -4.263 -0.225 -0.0052 0.0043 -0.0157 -0.07
C -2.038 -2.017 -1.093 0.0140 0.0284 -0.0075 -0.12
C 0.705 -2.630 1.988 0.0847 0.0630 0.1090 -0.28
C 0.966 -3.971 2.228 -0.0289 -0.0031 -0.0177 -0.06
C 2.233 -4.389 2.615 0.0035 -0.0295 0.0040 -0.03
C 3.249 -3.460 2.724 0.0209 0.0073 0.0089 -0.03
C 3.013 -2.107 2.494 -0.0105 -0.0968 -0.0991 -0.01
C 1.735 -1.676 2.170 -0.2266 -0.0109 0.1316 -0.25
N 1.378 -0.308 1.937 0.6410 0.1112 -0.2732 -0.14
C 1.811 0.810 2.596 -0.2793 -0.1243 -0.0207 -0.25
C 2.995 0.941 3.359 0.0645 0.0629 0.1017 0.01
C 3.276 2.117 4.002 0.0337 -0.1361 -0.0291 -0.02
C 2.406 3.221 3.949 -0.1240 0.0886 -0.0107 -0.04
C 1.227 3.116 3.267 0.0128 0.0667 0.1442 -0.08
C 0.887 1.920 2.599 -0.1444 -0.0042 -0.2451 -0.35
P -0.655 1.518 1.857 0.7793 -0.2188 1.0941 0.96
C -1.988 1.973 3.064 -0.2445 0.2523 -0.4745 -0.55
C -2.269 3.484 3.067 -0.0441 0.0118 0.0154 -0.09
C -1.676 1.479 4.475 0.0343 0.0167 0.0419 -0.08
C -2.183 2.739 -1.855 -0.0749 0.1346 -0.1349 0.02
C -2.261 4.087 -1.368 0.0734 -0.0840 -0.0370 -0.01
C -1.833 2.384 -3.207 0.0131 0.0305 0.0554 0.00
H -2.828 -3.233 4.345 -0.0053 -0.0060 -0.0004 0.10
H -2.602 -3.988 2.777 -0.0031 -0.0049 -0.0023 0.09
H -1.215 -3.731 3.854 0.0015 0.0085 0.0009 0.08
H -1.398 -1.297 3.613 -0.0328 0.0205 -0.0182 0.09
H -3.970 -1.981 2.087 -0.0110 -0.0020 0.0160 0.09
H -3.806 -0.954 3.496 0.0024 0.0123 0.0028 0.10
H -3.225 -0.397 1.919 0.0084 0.0030 -0.0065 0.04
H -2.781 -3.043 0.627 0.0123 0.0112 0.0035 0.10
H -0.202 -4.206 -0.518 0.0007 -0.0056 -0.0076 0.07
H -1.351 -4.979 0.589 0.0127 0.0032 0.0037 0.08
H -1.817 -4.657 -1.068 -0.0041 -0.0044 -0.0006 0.10
H -1.199 -2.092 -1.783 0.0025 0.0129 0.0025 0.07
H -2.936 -2.344 -1.618 0.0078 -0.0094 -0.0181 0.10
H -2.196 -0.958 -0.828 -0.0229 0.0026 0.0058 0.04
H 0.186 -4.708 2.101 -0.0074 0.0029 0.0307 0.10
H 2.423 -5.436 2.806 0.0039 -0.0032 -0.0119 0.13
H 4.249 -3.778 2.989 -0.0005 -0.0110 -0.0003 0.13
H 3.851 -1.432 2.530 -0.0228 0.0428 0.0139 0.10
H 3.699 0.134 3.443 0.0117 -0.0041 -0.0194 0.09
H 4.198 2.200 4.562 0.0022 -0.0246 0.0123 0.13
H 2.668 4.136 4.462 -0.0119 0.0154 -0.0175 0.13
H 0.546 3.954 3.234 0.0317 0.0221 -0.0044 0.10
H -2.879 1.477 2.675 0.0146 -0.0579 0.0217 0.08
H -1.501 4.036 3.604 0.0071 0.0018 -0.0182 0.07
H -2.364 3.906 2.065 -0.0111 -0.0074 -0.0080 0.06
H -3.211 3.661 3.586 0.0046 0.0048 0.0119 0.10
H -0.805 1.991 4.883 0.0003 -0.0018 0.0006 0.09
H -2.530 1.712 5.115 -0.0086 -0.0033 -0.0061 0.11
H -1.501 0.408 4.531 0.0033 0.0113 -0.0096 0.06
H -2.502 1.948 -1.176 0.0008 0.0227 0.0393 0.13
H -2.034 4.161 -0.303 -0.0093 0.0121 0.0021 0.10
H -1.761 4.833 -1.980 -0.0289 0.0087 -0.0223 0.12
H -3.359 4.274 -1.423 -0.0080 0.0102 0.0415 0.17
H -0.900 2.881 -3.502 -0.0090 0.0204 -0.0112 0.13
H -1.834 1.322 -3.422 0.0149 -0.0067 -0.0028 0.10
H -2.579 2.896 -3.847 -0.0080 -0.0241 -0.0167 0.16
O 2.447 3.889 -1.295 0.0288 -0.0331 0.0087 0.18
C 1.875 2.724 -1.068 -0.0289 0.0343 0.1772 -0.45
O 0.788 2.572 -0.546 -0.1003 0.1869 -0.2629 0.00
C 2.701 1.565 -1.526 0.0644 -0.1097 -0.0037 -0.16
C 3.885 1.707 -2.242 -0.0322 -0.0013 0.0222 0.07
C 4.530 0.557 -2.666 0.0226 -0.0181 -0.0082 0.03
C 3.972 -0.679 -2.367 -0.0053 -0.0030 0.0356 0.06
C 2.793 -0.709 -1.635 -0.0031 0.0754 0.0589 -0.16
N 2.174 0.389 -1.216 -0.1387 0.2337 -0.0511 0.15
C 2.029 -1.937 -1.260 0.0696 -0.0532 0.0483 -0.40
O 2.487 -3.135 -1.509 -0.0729 0.0346 -0.0256 0.22
O 0.939 -1.825 -0.720 -0.0657 0.1835 0.1214 -0.05
H 1.910 4.614 -0.937 -0.0027 0.0105 0.0017 0.16
H 4.280 2.687 -2.466 -0.0043 0.0082 0.0070 0.14
H 5.451 0.619 -3.230 0.0006 -0.0023 -0.0052 0.14
H 4.460 -1.580 -2.716 0.0043 -0.0035 0.0053 0.13
H 3.347 -3.150 -1.952 0.0187 -0.0068 0.0033 0.14
```
Forces are in eV/Å.

=====

Molecular formula: C5H22N3O6
Method: DFT, wB97M-V/def2-TZVPD

- LUMO level (eV) = -2.5
- total charge = +1
- HOMO (Ha) = -0.4367
- energy above the lowest of the compared OMol25 structures with the same formula, charge and spin (eV) = 2.540

```
36
Properties=species:S:1:pos:R:3:forces:R:3:nbo_charge:R:1
C -1.666 0.165 -1.894 -0.0676 -1.6269 0.6552 -0.22
C -2.492 0.466 -0.547 0.7162 -1.5662 -1.6602 -0.45
C -1.661 0.078 0.608 0.8628 2.4891 1.2556 0.17
C -0.913 0.909 1.473 -0.9216 -3.6481 -1.0490 -0.10
N -0.156 0.026 2.272 1.4760 -1.5238 -1.3435 -0.52
C -0.340 -1.237 1.761 -2.2678 2.0249 1.0185 0.30
N -1.400 -1.249 0.884 2.7901 0.2634 1.9523 -0.52
N -1.051 -1.262 -1.729 0.2347 6.1840 3.4528 -0.88
H -2.390 0.234 -2.743 0.5530 -0.5160 0.5956 0.21
H -0.880 0.901 -2.158 -0.3863 -0.2733 0.7635 0.21
H -2.785 1.498 -0.660 -0.4296 0.2181 0.8005 0.24
H -3.321 -0.275 -0.486 -0.0106 0.9780 -0.6365 0.22
H -0.856 1.961 1.514 0.0021 0.7404 0.1980 0.24
H 0.843 0.242 2.722 -2.3026 0.1200 -1.0004 0.47
H 0.316 -2.057 1.955 -0.4160 -0.2890 0.5832 0.25
H -1.550 -2.120 0.309 -0.1238 1.2009 0.1220 0.49
H -0.055 -1.220 -1.577 -0.2961 -0.2129 -0.4668 0.38
H -1.392 -1.774 -2.397 -1.4510 -3.7055 -4.9002 0.35
H 1.097 4.030 2.032 0.3231 0.5190 -2.3426 0.49
H 0.605 4.728 0.728 -2.1306 1.8816 -0.7171 0.47
O 1.258 4.168 1.038 1.8160 -2.4228 2.9478 -0.96
H 1.830 3.048 -0.995 -0.4567 -1.4061 0.0527 0.50
H 1.976 2.789 -2.389 0.4853 0.2689 -2.0961 0.48
O 1.690 2.304 -1.645 -0.1434 1.0062 2.1692 -0.96
H 2.402 -0.537 2.346 0.2325 -4.2810 -1.1222 0.47
H 2.837 0.760 1.786 -0.1502 -0.0979 0.1598 0.51
O 2.467 0.328 2.574 0.5108 4.1301 1.0144 -0.91
H 2.259 0.594 -1.051 1.0091 -0.2974 0.3766 0.53
H 3.386 -0.576 -0.918 -0.1913 0.8047 -0.0968 0.49
O 2.791 0.022 -0.431 -0.1565 0.0731 -0.4225 -0.99
H -2.535 -4.055 0.084 -0.3460 -0.6323 0.7497 0.48
H -2.316 -3.515 -1.255 0.0510 0.2530 -0.7488 0.48
O -1.826 -3.749 -0.471 0.1814 0.1467 0.2647 -0.92
H 1.751 -1.267 -0.191 1.9063 1.5549 -0.4422 0.49
H 1.042 -2.533 -0.557 0.1234 -3.1785 -2.3110 0.48
O 1.036 -1.827 0.005 -1.0261 0.8206 2.2235 -0.97
```
Forces are in eV/Å.

=====

Molecular formula: Cl2FP
Method: DFT, wB97M-V/def2-TZVPD

- LUMO level (alpha / beta) (eV) = -3.0 / -2.8
- HOMO (alpha / beta) (Ha) = -0.3562 / -0.3642
- energy above the lowest of the compared OMol25 structures with the same formula, charge and spin (eV) = 0.000

```
4
Properties=species:S:1:pos:R:3:forces:R:3:nbo_charge:R:1
F -0.578 1.361 -0.318 2.1684 -0.1913 0.2056 -0.57
P 0.774 0.437 -0.447 -2.6653 1.1318 2.9900 1.29
Cl -0.179 -0.871 -1.444 -0.2363 -1.9156 -1.3246 -0.18
Cl -0.016 -0.927 2.208 0.7332 0.9751 -1.8710 -0.55
```
Forces are in eV/Å.

=====

Molecular formula: C10H26B4Cl2N3O6P
Method: DFT, wB97M-V/def2-TZVPD

- LUMO level (eV) = 0.4
- HOMO (Ha) = -0.3080

```
52
Properties=species:S:1:pos:R:3:forces:R:3:nbo_charge:R:1
C -3.376 2.675 4.152 0.6322 -0.3829 0.3216 -0.66
C -2.958 1.296 3.746 -0.3955 0.4925 0.0449 0.02
Cl -1.381 0.826 4.322 0.1016 -0.1122 -0.0670 0.00
C -3.648 0.419 3.039 0.2034 -0.3142 -0.3956 -0.38
Cl -5.223 0.818 2.418 -0.0549 0.0020 0.0240 0.01
B -3.123 -1.030 2.717 -0.9687 -0.1400 -0.2475 1.16
O -3.689 -2.077 3.427 0.8898 0.2113 0.2067 -0.88
B -2.877 -3.190 3.586 -0.5315 -0.8230 -0.1224 0.99
O -1.766 -3.393 2.803 0.0094 0.7862 0.6016 -0.89
B -1.226 -2.215 2.281 0.1954 -0.9761 -0.9665 1.21
C 0.307 -1.988 2.279 -0.1475 0.4765 0.3391 -1.18
B 0.812 -1.792 3.763 -0.0721 -0.0369 0.1169 1.15
O 0.436 -2.649 4.808 0.5242 0.1346 -0.1792 -0.94
O 1.618 -0.736 4.076 -0.3625 0.2560 0.0188 -0.88
O -2.142 -1.281 1.794 0.5027 0.5834 0.8726 -0.88
H -4.448 2.803 4.042 0.0241 0.1543 -0.0968 0.24
H -2.801 3.407 3.582 -0.2270 0.0984 -0.1268 0.23
H -3.076 2.805 5.193 -0.2289 0.1266 0.0488 0.23
H -3.161 -3.996 4.411 -0.0898 -0.0218 -0.0684 -0.11
H 0.533 -1.088 1.709 0.2958 -0.2250 -0.2575 0.28
H 0.828 -2.871 1.898 -0.0694 0.0290 -0.2133 0.28
H 0.901 -3.488 4.715 -0.4270 -0.1903 0.1113 0.50
H 1.701 -0.660 5.035 0.2185 -0.0999 -0.0411 0.49
O 0.995 -1.082 -1.295 -1.6687 1.6720 1.8681 -1.04
P 1.093 0.142 -2.140 3.2272 -1.5443 -4.2747 2.30
N 0.253 -0.318 -3.554 -0.3210 0.0728 0.3106 -0.79
C 0.339 0.363 -4.831 -0.0651 0.4254 -0.0684 -0.40
C -1.113 -0.789 -3.334 -0.0305 -0.3644 0.2457 -0.41
N 2.800 0.158 -2.441 0.0009 -0.0061 -0.1190 -0.81
C 3.336 -0.168 -3.750 -0.0694 0.2356 -0.1984 -0.40
C 3.603 -0.456 -1.389 -0.0539 -0.0742 0.1479 -0.40
N 0.954 1.855 -2.358 -0.9167 -0.1831 2.4973 -0.73
C 2.052 2.723 -1.895 0.2611 0.0783 -0.1111 -0.41
C -0.293 2.351 -1.720 -0.3102 -0.1035 -0.4150 -0.44
H -0.190 1.326 -4.844 -0.0010 -0.0124 0.0239 0.18
H -0.112 -0.270 -5.599 -0.0466 -0.0748 0.0903 0.20
H 1.362 0.536 -5.144 -0.0214 0.0728 0.1209 0.20
H -1.833 0.039 -3.275 -0.0116 -0.0252 -0.1080 0.16
H -1.179 -1.363 -2.411 0.0986 0.0474 0.0271 0.23
H -1.421 -1.448 -4.148 0.0515 0.0469 -0.0597 0.19
H 2.969 -1.128 -4.135 0.0263 0.0260 -0.0582 0.19
H 4.425 -0.216 -3.700 -0.0092 -0.0643 0.1526 0.20
H 3.118 0.620 -4.474 -0.0371 -0.0694 -0.0005 0.19
H 3.636 -1.548 -1.468 -0.0192 -0.0028 0.0626 0.18
H 3.218 -0.203 -0.403 -0.0459 -0.0533 -0.0154 0.21
H 4.626 -0.073 -1.444 -0.0198 0.0336 -0.1129 0.18
H 2.342 2.529 -0.860 0.0224 0.0602 0.0246 0.19
H 1.728 3.763 -1.971 -0.1910 -0.0673 0.0473 0.19
H 2.924 2.620 -2.531 0.0061 -0.1989 0.0353 0.22
H -0.250 2.280 -0.629 0.0079 0.0947 0.0174 0.19
H -1.154 1.774 -2.061 0.0547 -0.0516 -0.0039 0.21
H -0.470 3.390 -1.994 0.0592 0.0013 -0.0503 0.20
```
Forces are in eV/Å.